(1)
A molecular structure, C8H14CrNO8PS, computed with ωB97M-V/def2-TZVPD.

Geometry as XYZ:
```
34
Properties=species:S:1:pos:R:3
Cr 0.22398 0.45096 -0.42572
O -1.44757 -0.97988 -3.88955
C -0.98294 -0.30204 -2.88363
O -0.41226 -0.81565 -1.92253
C -1.17415 1.18598 -3.00321
O -0.64463 1.81768 -1.84646
C -1.61367 2.55889 -1.05080
C -2.26085 1.62600 -0.02614
O -3.34166 1.84894 0.43097
O -1.49120 0.58972 0.28936
H -1.28706 -1.93312 -3.77806
H -0.63987 1.53579 -3.88914
H -2.23546 1.40188 -3.13728
H -1.04745 3.33412 -0.53647
H -2.35942 3.01999 -1.69283
C 3.26664 -1.57866 0.32325
O 2.35491 -1.43328 1.42991
P 0.81301 -1.21103 1.21408
O 0.24612 -2.64755 0.91341
C -1.17789 -2.90830 0.94973
O 0.25318 -0.89043 2.64080
C 0.43446 0.38918 3.29179
H 4.26411 -1.57873 0.74917
H 3.17188 -0.73617 -0.36391
H 3.08617 -2.52153 -0.18976
H -1.50440 -2.96801 1.98456
H -1.32437 -3.86118 0.45298
H -1.72985 -2.12078 0.43574
H 0.01248 0.27991 4.28445
H -0.10261 1.16199 2.74435
H 1.49373 0.62940 3.36181
S 3.29985 2.90709 1.92388
C 2.30688 2.16321 0.97303
N 1.54993 1.58563 0.24222
```

Values from the calculation:
HOMO level (spin up / spin down), eV: -12.14 / -12.36
Spin multiplicity: 4
Charge: +1
LUMO level (spin up / spin down), eV: -4.66 / -3.80
Total energy, eV: -74934.9622
⟨S²⟩: 3.798
Kohn-Sham gap (spin up / spin down), eV: 7.5 / 8.6
ΔE to the lowest compared entry with this formula, charge and spin, kcal/mol: 0.00

(2)
2 unconnected molecules or ions with the total composition C31H31BF8O2 at a distorted geometry, computed with ωB97M-V/def2-TZVPD.

Geometry as XYZ:
```
73
Properties=species:S:1:pos:R:3
C -2.03832 3.92456 1.59591
C -1.00284 2.79688 1.56386
C -0.00950 3.01789 0.41717
O -0.26672 2.79432 2.78946
B 0.14546 1.36780 2.97270
C 1.70202 1.22771 2.61012
C 2.17980 0.07331 2.04579
C 3.53080 -0.07204 1.80764
C 4.06501 -1.35808 1.20478
F 4.66826 -1.06869 0.03512
F 4.95150 -1.90018 2.06259
F 3.03715 -2.20660 1.00348
C 4.39224 0.95539 2.13674
C 3.91086 2.12276 2.69383
C 4.86326 3.24697 3.05943
F 4.16167 4.25712 3.61144
F 5.76814 2.77568 3.93983
F 5.48270 3.66891 1.93974
C 2.55765 2.25259 2.92746
C -0.07674 0.93263 4.52868
C 0.22306 -0.48882 4.78883
C -0.47425 -1.47746 4.25621
C -0.17190 -2.90310 4.50614
O -0.67508 0.48403 2.08260
C -1.65967 1.34330 1.49810
C -2.92889 1.26378 2.35338
C -1.96098 0.88584 0.06757
H -2.66153 3.91660 0.70304
H -2.67816 3.83289 2.47094
H -1.53940 4.89038 1.66021
H -0.51399 3.08080 -0.54624
H 0.54381 3.94260 0.57502
H 0.71182 2.20327 0.38598
H 1.49640 -0.71705 1.78896
H 5.44908 0.84389 1.96310
H 2.16978 3.16196 3.35255
H 0.55458 1.60628 5.11197
H -1.11535 1.16404 4.76254
H 1.06170 -0.73084 5.42211
H -1.28895 -1.22301 3.59770
H -0.87359 -3.56597 3.99774
H 0.83046 -3.15608 4.15865
H -0.21897 -3.12720 5.57234
H -3.73890 1.85274 1.92561
H -3.26656 0.23150 2.43199
H -2.72724 1.62850 3.35795
H -2.66616 1.55736 -0.42081
H -1.04926 0.84178 -0.52440
H -2.39066 -0.11469 0.07336
F -4.50483 -9.56053 2.08701
C -4.05894 -8.48862 2.78330
C -2.80647 -8.52067 3.37602
C -2.34955 -7.43305 4.09012
C -3.13062 -6.31358 4.21417
C -4.39896 -6.22609 3.59965
C -5.08236 -4.98774 3.71043
C -6.29796 -4.49152 3.16783
C -6.53204 -3.10577 3.30244
C -7.64100 -2.50818 2.76338
C -8.57814 -3.26306 2.09046
C -8.41132 -4.63411 1.97289
F -9.33726 -5.37000 1.31347
C -7.29260 -5.23906 2.50377
C -4.83851 -7.35782 2.88568
H -2.19405 -9.39505 3.24685
H -1.36085 -7.44823 4.51783
H -2.76416 -5.46839 4.77023
H -4.53113 -4.24767 4.27202
H -5.80777 -2.50689 3.82638
H -7.76327 -1.44041 2.83590
H -9.43662 -2.80270 1.63473
H -7.23734 -6.30545 2.43638
H -5.77814 -7.36545 2.37534
```

Values from the calculation:
HOMO level, eV: -6.19
Spin multiplicity: 1
LUMO level, eV: -4.88
Total energy, eV: -59159.9717
Kohn-Sham gap, eV: 1.3

(3)
A molecular structure, C12H16CuIN4O2S3, computed with ωB97M-V/def2-TZVPD.

Geometry as XYZ:
```
39
Properties=species:S:1:pos:R:3
Cu 0.29229 -0.69495 -1.25549
S 0.95252 -1.24370 5.68565
C 0.68283 -1.36553 4.04817
S 1.54785 -2.46225 3.01509
C 0.69767 -1.85563 1.61282
N -0.15722 -0.93650 1.90200
N -0.16008 -0.66859 3.25745
C -0.98933 0.42517 3.65337
C -1.76424 0.35355 4.80033
C -2.57033 1.43094 5.13731
C -2.60635 2.56106 4.33339
C -1.83406 2.61219 3.18071
C -1.02143 1.54525 2.83351
S 1.02257 -2.46335 0.03121
H -1.72794 -0.52881 5.42091
H -3.17634 1.38067 6.03311
H -3.23848 3.39826 4.60192
H -1.85989 3.48595 2.54243
H -0.42193 1.56640 1.93221
C -1.31184 1.95715 -3.61783
C -0.62590 0.59768 -3.56198
C -1.00534 -0.27950 -4.75056
O -0.97266 -0.05756 -2.37264
H -1.05645 2.49679 -4.53460
H -1.00654 2.55626 -2.75936
H -2.39626 1.82389 -3.57831
H 0.46035 0.75889 -3.59916
H -2.08060 -0.47595 -4.73581
H -0.47405 -1.22962 -4.69109
H -0.75175 0.20920 -5.69564
N 3.72307 -0.95899 -2.12060
C 2.86190 -1.90578 -2.58482
N 3.34386 -3.20000 -2.62459
O 1.74485 -1.63525 -3.01220
H 4.46783 -1.25368 -1.51181
H 3.27221 -0.09160 -1.84334
H 4.02553 -3.45304 -1.92784
H 2.60080 -3.87286 -2.72687
I 1.51290 1.47387 -0.51702
```

Values from the calculation:
HOMO level (spin up / spin down), eV: -5.07 / -5.08
Spin multiplicity: 2
Charge: -1
LUMO level (spin up / spin down), eV: 2.56 / 1.89
Total energy, eV: -108009.7932
⟨S²⟩: 0.756
Kohn-Sham gap (spin up / spin down), eV: 7.6 / 7.0
ΔE to the lowest compared entry with this formula, charge and spin, kcal/mol: 0.00

(4)
A molecular structure, C35H58CaN3O3Si4Te at a distorted geometry, computed with ωB97M-V/def2-TZVPD.

Geometry as XYZ:
```
105
Properties=species:S:1:pos:R:3
Ca 0.39398 -0.95807 -0.48604
O -5.57519 -1.99698 4.64979
C -5.96344 -2.54983 3.48210
O -7.06757 -2.95649 3.34967
C -4.93786 -2.55074 2.39553
C -3.60013 -2.85865 2.60247
C -2.70788 -2.83576 1.54441
C -3.05549 -2.37373 0.25955
C -4.41887 -2.04314 0.07783
C -5.33984 -2.17748 1.12042
N -2.02250 -2.19375 -0.67034
C -2.40063 -2.14831 -1.98253
C -1.49378 -1.82262 -3.02211
C -1.89003 -1.78292 -4.36541
C -0.97396 -1.41840 -5.29401
C 0.35270 -1.13872 -4.99339
C 0.67301 -1.13112 -3.65305
N -0.19196 -1.46436 -2.69073
H -4.69812 -1.62985 4.54938
H -3.26621 -3.24876 3.56090
H -1.71736 -3.21500 1.65859
H -4.78090 -1.56421 -0.83232
H -6.38343 -1.90929 0.94061
H -3.40843 -2.39286 -2.33107
H -2.88976 -2.03635 -4.62910
H -1.30376 -1.37721 -6.32895
H 1.11875 -0.84719 -5.71455
H 1.69600 -0.85432 -3.33926
C 6.61073 0.04993 -0.45728
Te 4.73910 0.49150 -1.42350
C 3.74616 1.25162 0.31817
H 6.43117 -0.85142 0.17251
H 6.96674 0.89715 0.10629
H 7.30599 -0.20206 -1.23391
H 4.39737 1.89669 0.86835
H 3.42413 0.45211 0.95572
H 2.92256 1.83323 -0.09380
C 4.50637 -2.23457 1.99658
C 3.88764 -3.50267 1.48421
C 4.42749 -4.73499 1.95245
C 3.91936 -5.94189 1.51482
C 2.86744 -5.96837 0.59595
C 2.20727 -4.82653 0.22957
C 0.92505 -4.88637 -0.58085
C 2.70545 -3.48222 0.59497
N 2.12494 -2.37063 0.22203
H 5.44945 -2.42937 2.50507
H 3.80914 -1.69646 2.65447
H 4.68986 -1.60662 1.13977
H 5.32339 -4.74899 2.59646
H 4.35959 -6.90613 1.84862
H 2.56015 -6.92274 0.23168
H 0.73347 -5.89385 -0.93076
H 0.90519 -4.12670 -1.37701
H 0.07909 -4.56546 0.08582
C 0.43239 -0.09485 4.24077
C 0.31665 -0.90010 2.91904
C 0.63354 -2.37179 3.02804
O -0.10293 -0.40852 1.88879
H 1.09028 -0.66636 4.91014
H -0.57707 -0.09242 4.66977
H 0.72484 0.95411 4.06345
H 0.12604 -2.79954 3.86635
H 1.71833 -2.49743 3.21108
H 0.33649 -2.95629 2.14233
C -1.49773 2.84112 2.43067
Si -0.14448 3.30006 1.19856
C -0.18837 5.19001 1.12591
C 1.54077 3.02770 2.03683
Si -0.26223 2.11085 -0.82278
Si -2.53738 2.48537 -1.34927
C -3.57122 1.17236 -0.51997
C -3.22667 4.18062 -0.81612
C -2.92344 2.21991 -3.17116
Si 0.66838 3.73965 -2.23180
C -0.41110 5.24617 -2.63290
C 2.22671 4.43174 -1.41643
C 1.13657 3.03114 -3.93537
H -1.40296 3.23311 3.43647
H -1.54428 1.76984 2.47345
H -2.44583 3.16044 1.98114
H 0.00087 5.54078 2.15651
H -1.18470 5.48066 0.74560
H 0.59058 5.62964 0.47212
H 1.52059 3.47368 3.02550
H 2.30356 3.46926 1.40746
H 1.70474 1.95927 2.10039
H -3.38602 1.01676 0.54138
H -3.25987 0.22534 -1.01533
H -4.65854 1.22558 -0.60286
H -3.23654 4.25468 0.26936
H -4.28625 4.36449 -1.12165
H -2.66764 5.04883 -1.16959
H -2.76602 1.16627 -3.37756
H -2.22129 2.78368 -3.82259
H -3.97256 2.47693 -3.36516
H -0.50719 5.89244 -1.76014
H -1.44666 4.99652 -2.89186
H -0.04774 5.89570 -3.45981
H 1.98833 5.37131 -0.89276
H 2.92706 4.63406 -2.23976
H 2.64600 3.71556 -0.69749
H 0.38512 2.30221 -4.19751
H 2.07579 2.48708 -3.93786
H 1.21146 3.78430 -4.72816
```

Values from the calculation:
HOMO level (spin up / spin down), eV: -2.71 / -2.24
Spin multiplicity: 1
Charge: -1
LUMO level (spin up / spin down), eV: 0.31 / 0.20
Total energy, eV: -105094.0382
Kohn-Sham gap (spin up / spin down), eV: 3.0 / 2.4
ΔE to the lowest compared entry with this formula, charge and spin, kcal/mol: 53.48